A molecular structure, C48H62FeN5O4P2 at a distorted geometry, computed with ωB97M-V with the def2-TZVPD basis set.

Calculated values
- HOMO (spin up / spin down) (eV) = -3.92 / -3.92
- charge = -1
- multiplicity = 1

```
122
C48H62FeN5O4P2 (ωB97M-V with the def2-TZVPD basis set)
Fe 0.20 -0.14 -0.07
C -1.56 -4.06 -0.11
C -0.71 -2.91 0.40
O -1.08 -1.73 0.14
C 0.42 -3.23 1.14
C 1.33 -2.27 1.62
C 2.41 -2.72 2.58
N 1.28 -1.01 1.26
N 2.20 -0.19 1.87
C 2.06 1.05 1.52
O 1.19 1.47 0.66
C 2.91 2.02 2.25
C 2.46 3.32 2.47
C 3.19 4.20 3.25
C 4.39 3.79 3.81
C 4.86 2.51 3.58
C 4.13 1.63 2.81
H -2.29 -4.34 0.66
H -0.93 -4.91 -0.34
H -2.10 -3.75 -1.01
H 0.60 -4.27 1.39
H 2.34 -3.79 2.75
H 2.31 -2.18 3.52
H 3.38 -2.46 2.17
H 1.52 3.62 2.02
H 2.81 5.19 3.45
H 4.96 4.47 4.43
H 5.81 2.20 4.02
H 4.47 0.62 2.63
C -2.29 -8.04 -0.36
O -1.73 -8.34 -1.62
C -1.68 -7.33 -2.55
C -2.40 -6.15 -2.48
C -2.23 -5.16 -3.44
C -1.36 -5.36 -4.53
C -0.69 -6.60 -4.62
C -0.83 -7.54 -3.63
N -1.15 -4.44 -5.52
N -1.51 -3.21 -5.42
C -1.26 -2.35 -4.42
C -2.06 -1.18 -4.38
C -1.95 -0.25 -3.37
C -0.99 -0.37 -2.35
O -0.89 0.53 -1.43
C -0.08 -1.48 -2.42
N 0.92 -1.52 -1.51
C 1.78 -2.51 -1.52
C 1.76 -3.51 -2.50
C 0.79 -3.46 -3.47
C -0.20 -2.46 -3.44
H -2.04 -8.88 0.28
H -3.38 -7.94 -0.40
H -1.86 -7.13 0.06
H -3.11 -5.98 -1.68
H -2.79 -4.24 -3.37
H -0.03 -6.76 -5.46
H -0.28 -8.48 -3.67
H -2.81 -1.07 -5.15
H -2.62 0.60 -3.34
H 2.54 -2.48 -0.75
H 2.51 -4.28 -2.50
H 0.81 -4.18 -4.28
C 1.51 3.60 -3.52
C 0.90 2.56 -2.58
P 1.93 1.14 -1.94
C 2.53 0.56 -3.63
C 3.61 -0.51 -3.63
C 3.45 2.12 -1.44
C 4.51 1.27 -0.74
H 0.80 4.42 -3.66
H 1.72 3.18 -4.50
H 2.43 4.04 -3.14
H 0.05 2.10 -3.08
H 0.52 3.05 -1.68
H 2.90 1.42 -4.19
H 1.64 0.19 -4.15
H 4.58 -0.09 -3.36
H 3.71 -0.96 -4.62
H 3.38 -1.31 -2.93
H 3.09 2.90 -0.76
H 3.88 2.61 -2.32
H 4.03 0.52 -0.11
H 5.14 1.90 -0.10
H 5.15 0.76 -1.45
C -1.75 -0.80 3.11
C -2.01 0.71 3.02
C -0.79 1.46 3.57
C -3.22 1.01 3.90
P -2.04 0.99 1.12
C -3.74 0.34 0.75
C -3.83 -0.67 -0.22
C -5.05 -1.23 -0.56
C -6.21 -0.81 0.05
C -6.15 0.20 0.99
C -4.93 0.77 1.34
C -2.37 2.87 0.79
C -1.01 3.56 0.75
C -3.26 3.67 1.74
C -2.99 2.91 -0.62
H -1.67 -1.12 4.15
H -0.83 -1.06 2.59
H -2.57 -1.36 2.64
H -0.53 1.09 4.56
H -0.99 2.53 3.65
H 0.07 1.32 2.92
H -2.94 0.83 4.95
H -4.05 0.34 3.67
H -3.56 2.04 3.84
H -2.92 -1.00 -0.69
H -5.08 -2.02 -1.31
H -7.17 -1.26 -0.21
H -7.05 0.55 1.47
H -4.93 1.55 2.07
H -0.69 3.82 1.76
H -1.06 4.48 0.16
H -0.26 2.90 0.32
H -2.91 3.62 2.77
H -4.30 3.36 1.70
H -3.23 4.72 1.43
H -2.37 2.35 -1.32
H -3.07 3.95 -0.96
H -3.99 2.48 -0.62
```

Atom charges from the Löwdin analysis, given in e for atoms 1 to 99: 0.4412 -0.0111 -0.4503 -0.1361 -0.0523 -0.3512 -0.0411 -0.0443 0.0872 -0.5065 -0.2113 -0.1476 -0.0214 -0.0900 -0.1106 -0.0940 -0.0416 0.0889 0.0697 0.0655 0.0956 0.0650 0.0760 0.0715 0.0944 0.0960 0.0913 0.0948 0.1064 -0.0945 -0.0980 -0.2857 -0.0442 -0.0220 -0.3254 -0.0339 -0.0179 0.0264 0.0525 -0.2685 -0.0126 -0.0086 -0.3556 -0.2114 -0.1506 0.0385 -0.1353 -0.0261 0.0093 -0.0646 0.0889 0.0914 0.0817 0.1044 0.1102 0.1064 0.1134 0.1090 0.1137 0.1243 0.1079 0.1008 -0.1549 -0.3809 1.0483 -0.3841 -0.1483 -0.3880 -0.1535 0.0637 0.0556 0.0537 0.0635 0.0566 0.0547 0.0714 0.0503 0.0672 0.0341 0.0707 0.0625 0.0479 0.0644 0.0480 -0.1036 -0.6550 -0.0855 -0.0988 1.2426 -0.3169 -0.0790 -0.0778 -0.1018 -0.0907 -0.1135 -0.6394 -0.1138 -0.0931 -0.0980